[1]
Computed, not measured: a 2-piece molecular cluster, C5H10O2 overall, with wB97M-V/def2-TZVPD.

Calculated values
**HOMO-LUMO gap**: 10.58 eV
**Structure (SMILES)**: C/C=C\CC=O.O
**Relative energy (zero: lowest compared OMol25 entry of this formula, charge and spin)**: 1.9413 eV

```
! wB97M-V def2-TZVPD RIJCOSX def2/J DEFGRID3
* xyz 0 1
C -1.807 -0.326 0.021
C -1.032 0.847 0.567
C 1.129 -1.313 0.512
O 1.027 -1.943 -0.519
C 1.478 0.149 0.577
C 0.277 1.056 0.749
O 0.548 0.392 -2.327
H -2.431 0.030 -0.809
H -2.499 -0.716 0.777
H -1.211 -1.160 -0.353
H -1.669 1.693 0.832
H 0.935 -1.809 1.483
H 0.670 -0.485 -1.930
H 2.126 0.305 1.448
H 2.042 0.425 -0.321
H 0.555 2.056 1.077
H -0.139 0.799 -1.785
*
```



[2]
Computed, not measured: a 2-piece molecular cluster, C6H18N3 overall at a distorted geometry, with wB97M-V/def2-TZVPD.

Calculated values
**HOMO-LUMO gap**: 11.40 eV
**Relative energy (zero: lowest compared OMol25 entry of this formula, charge and spin)**: 2.1500 eV

```
! wB97M-V def2-TZVPD RIJCOSX def2/J DEFGRID3
* xyz 1 1
C -1.645 1.198 0.633
C -1.966 0.279 1.771
C -1.315 -0.472 -1.271
N -0.900 0.498 -0.461
N -2.669 -0.719 -1.119
N -0.585 -1.218 -2.145
H -2.675 1.541 0.271
H -1.011 2.096 0.858
H -1.552 -0.699 1.639
H -3.082 0.286 1.949
H 0.094 0.691 -0.368
H -3.383 0.039 -1.005
H -3.202 -1.163 -1.959
H 0.361 -1.399 -1.972
H -0.861 -1.335 -3.078
H -1.577 0.647 2.665
C 2.916 -0.016 0.314
C 1.995 -1.197 -0.197
C 2.203 1.203 0.885
H 3.664 -0.441 1.100
H 3.530 0.152 -0.585
H 1.235 -1.491 0.565
H 1.721 0.808 1.829
H 3.085 1.875 1.005
H 2.463 -2.153 -0.464
H 1.707 -0.659 -1.084
H 1.449 1.650 0.224
*
```



[3]
Computed, not measured: C10H22FN2O9PtS as an isolated structure at a distorted geometry, with wB97M-V/def2-TZVPD.

Calculated values
**HOMO-LUMO gap (spin up / spin down)**: 7.62 / 7.97 eV
**Expectation value of S²**: 2.00

```
! wB97M-V def2-TZVPD RIJCOSX def2/J DEFGRID3
* xyz -1 3
Pt -0.688 0.435 0.628
F -1.827 -0.461 -0.870
S 1.381 0.954 2.331
O 1.445 0.307 3.623
O -0.026 1.596 2.103
O 2.380 1.898 1.852
O 1.272 -0.111 1.242
C 3.099 -2.836 2.282
C 1.705 -2.822 2.904
O 0.840 -3.721 2.223
C -0.288 -3.235 1.713
O -0.755 -2.149 1.917
O -0.800 -4.127 0.842
C -2.015 -3.740 0.198
H 3.072 -2.443 1.279
H 3.554 -3.806 2.312
H 3.849 -2.341 2.903
H 1.124 -1.843 2.857
H 1.789 -3.212 3.939
H -1.944 -2.742 -0.202
H -2.802 -3.691 0.951
H -2.198 -4.597 -0.411
C -2.657 -0.665 -3.694
O -3.450 -1.565 -4.023
N -1.288 -0.641 -3.844
C -0.550 0.505 -3.334
C -0.486 -1.871 -3.999
H -2.992 0.327 -3.236
H 0.297 0.650 -3.979
H -0.235 0.331 -2.314
H -1.135 1.476 -3.485
H -0.917 -2.620 -4.620
H 0.439 -1.563 -4.427
H -0.299 -2.287 -3.011
C 0.350 3.285 -0.526
O -0.468 2.407 -0.798
N 0.120 4.201 0.443
C 1.141 5.058 1.076
C -1.246 4.170 0.964
H 1.387 3.187 -0.850
H 1.000 6.153 0.960
H 2.171 4.897 0.627
H 1.295 4.817 2.118
H -1.860 3.567 0.322
H -1.195 3.652 1.917
H -1.589 5.216 1.098
*
```



[4]
Computed, not measured: C4H5BrF2 as an isolated structure at a distorted geometry, with wB97M-V/def2-TZVPD.

Calculated values
**HOMO-LUMO gap**: 10.72 eV
**Relative energy (zero: lowest compared OMol25 entry of this formula, charge and spin)**: 2.6198 eV

```
! wB97M-V def2-TZVPD RIJCOSX def2/J DEFGRID3
* xyz 0 1
C 1.171 0.331 0.027
C 1.929 0.004 -1.006
C -1.604 0.452 0.367
C -0.523 -0.698 0.365
F 2.972 0.550 -1.528
F 1.685 -1.084 -1.747
Br -0.324 -1.450 2.054
H 1.017 1.297 0.615
H -1.365 1.302 -0.119
H -1.729 0.574 1.405
H -2.603 0.147 0.011
H -0.625 -1.424 -0.444
*
```



[5]
Computed, not measured: a 2-piece molecular cluster, C9H17Br2 overall at a distorted geometry, with wB97M-V/def2-TZVPD.

Calculated values
**HOMO-LUMO gap (spin up / spin down)**: 4.49 / 8.30 eV
**Relative energy (zero: lowest compared OMol25 entry of this formula, charge and spin)**: 1.2502 eV
**Expectation value of S²**: 0.75

```
! wB97M-V def2-TZVPD RIJCOSX def2/J DEFGRID3
* xyz 0 2
Br 3.046 0.526 2.523
Br 4.541 -0.408 0.945
C 1.822 0.549 -1.083
C 0.478 0.489 -0.499
C -0.153 1.784 -0.239
C -1.641 1.851 0.173
C -2.172 0.521 0.680
C -1.739 -0.626 -0.217
C -0.203 -0.804 -0.184
C 0.227 -1.919 -1.145
C 0.186 -1.282 1.230
H 2.000 -0.165 -1.900
H 2.038 1.565 -1.458
H 2.616 0.334 -0.336
H 0.439 2.331 0.522
H -0.021 2.387 -1.155
H -1.765 2.625 0.938
H -2.216 2.180 -0.703
H -1.803 0.356 1.697
H -3.264 0.557 0.736
H -2.216 -1.560 0.104
H -2.057 -0.456 -1.252
H -0.320 -2.843 -0.919
H 0.030 -1.653 -2.192
H 1.296 -2.130 -1.027
H -0.330 -2.231 1.451
H 1.272 -1.426 1.310
H -0.090 -0.553 2.000
*
```



[6]
Computed, not measured: a 2-piece molecular cluster, C2H2Cl3NO overall at a distorted geometry, with wB97M-V/def2-TZVPD.

Calculated values
**HOMO-LUMO gap (spin up / spin down)**: 8.24 / 9.39 eV
**Relative energy (zero: lowest compared OMol25 entry of this formula, charge and spin)**: 5.3693 eV

```
! wB97M-V def2-TZVPD RIJCOSX def2/J DEFGRID3
* xyz 0 1
C -0.841 1.280 -0.599
C -0.303 -1.356 -2.856
N -0.350 -0.014 -0.622
O -1.716 0.256 -0.445
Cl -0.136 -2.818 -2.094
Cl -1.818 -1.071 -3.668
Cl 1.121 -0.766 -3.646
H -0.676 1.934 0.337
H -0.704 1.932 -1.548
*
```



[7]
Computed, not measured: a 9-piece molecular cluster, C48H47F7O2 overall at a distorted geometry, with wB97M-V/def2-TZVPD.

Calculated values
**HOMO-LUMO gap (spin up / spin down)**: 2.02 / 7.56 eV
**Expectation value of S²**: 0.75

```
! wB97M-V def2-TZVPD RIJCOSX def2/J DEFGRID3
* xyz -1 2
C -28.479 -9.607 -21.977
C -28.009 -8.263 -21.424
O -28.769 -7.437 -20.933
C -26.532 -7.961 -21.454
H -27.632 -10.276 -22.125
H -29.227 -9.684 -22.766
H -28.903 -10.076 -21.089
H -26.249 -7.000 -21.884
H -25.947 -8.828 -21.761
H -26.269 -7.971 -20.396
C -31.273 -6.166 -23.028
C -32.083 -7.506 -23.076
O -31.629 -8.444 -23.765
C -33.212 -7.631 -22.065
H -30.222 -6.455 -23.073
H -31.491 -5.544 -22.160
H -31.544 -5.511 -23.855
H -34.130 -7.112 -22.342
H -32.766 -7.238 -21.151
H -33.359 -8.709 -21.999
F -30.892 -4.699 -26.547
C -31.219 -4.042 -27.656
C -32.555 -4.146 -28.128
C -32.952 -3.452 -29.262
C -31.966 -2.704 -30.015
C -30.684 -2.645 -29.592
C -30.305 -3.301 -28.393
H -33.180 -4.783 -27.520
H -33.973 -3.481 -29.613
H -32.284 -2.227 -30.931
H -29.927 -2.119 -30.155
H -29.314 -3.260 -27.966
F -34.195 -5.554 -19.902
C -33.368 -4.835 -19.180
C -33.123 -5.219 -17.871
C -32.256 -4.476 -17.055
C -31.466 -3.447 -17.637
C -31.701 -3.070 -18.961
C -32.592 -3.832 -19.771
H -33.648 -6.045 -17.415
H -32.099 -4.843 -16.051
H -30.689 -3.003 -17.032
H -31.179 -2.252 -19.434
H -32.766 -3.534 -20.795
F -34.837 -6.105 -24.759
C -35.303 -7.379 -24.726
C -36.467 -7.642 -24.048
C -36.849 -8.981 -23.917
C -36.172 -10.051 -24.553
C -35.195 -9.777 -25.463
C -34.727 -8.442 -25.473
H -36.983 -6.918 -23.434
H -37.601 -9.084 -23.149
H -36.292 -11.059 -24.185
H -34.682 -10.535 -26.038
H -33.769 -8.260 -25.938
F -24.287 -2.327 -25.734
C -25.494 -2.851 -25.421
C -26.683 -2.289 -25.986
C -27.872 -2.769 -25.603
C -27.960 -3.779 -24.631
C -26.830 -4.303 -24.078
C -25.573 -3.814 -24.397
H -26.565 -1.484 -26.696
H -28.709 -2.228 -26.020
H -28.930 -4.138 -24.320
H -26.863 -5.037 -23.287
H -24.769 -4.088 -23.730
F -30.296 -14.390 -20.770
C -31.179 -13.595 -21.465
C -30.915 -12.297 -21.879
C -31.884 -11.594 -22.493
C -33.163 -12.016 -22.557
C -33.523 -13.294 -22.046
C -32.488 -14.129 -21.631
H -29.967 -11.821 -21.676
H -31.614 -10.656 -22.955
H -33.920 -11.329 -22.906
H -34.595 -13.390 -22.138
H -32.688 -15.150 -21.340
F -31.627 -11.940 -29.849
C -32.176 -11.941 -28.620
C -31.795 -10.960 -27.771
C -32.106 -11.077 -26.436
C -32.821 -12.154 -26.011
C -33.276 -13.158 -26.893
C -32.963 -13.032 -28.250
H -31.354 -10.068 -28.191
H -31.640 -10.401 -25.735
H -33.044 -12.268 -24.960
H -33.679 -14.076 -26.491
H -33.071 -13.924 -28.849
F -32.346 -8.966 -15.399
C -31.967 -9.190 -16.635
C -31.928 -10.457 -17.188
C -31.475 -10.650 -18.504
C -31.106 -9.475 -19.189
C -31.081 -8.234 -18.629
C -31.528 -8.069 -17.354
H -32.247 -11.356 -16.681
H -31.428 -11.648 -18.916
H -30.924 -9.374 -20.249
H -30.915 -7.468 -19.372
H -31.415 -7.145 -16.806
*
```



[8]
Computed, not measured: a 2-piece molecular cluster, C5H10O4 overall at a distorted geometry, with wB97M-V/def2-TZVPD.

Calculated values
**HOMO-LUMO gap**: 11.23 eV
**Structure (SMILES)**: C[C@H]1COC(=O)O1.CO
**Relative energy (zero: lowest compared OMol25 entry of this formula, charge and spin)**: 1.6167 eV

```
! wB97M-V def2-TZVPD RIJCOSX def2/J DEFGRID3
* xyz 0 1
C 13.351 -22.507 -13.855
O 12.627 -23.684 -13.373
H 12.657 -21.882 -14.417
H 13.733 -21.975 -12.984
H 14.166 -22.899 -14.463
H 13.276 -24.315 -13.054
C 7.043 -23.708 -12.255
C 7.195 -22.170 -12.254
C 7.586 -21.552 -13.502
O 6.800 -20.401 -13.653
C 5.826 -20.461 -12.738
O 4.848 -19.814 -12.745
O 6.026 -21.458 -11.842
H 6.164 -24.051 -12.802
H 7.001 -24.130 -11.251
H 7.895 -24.215 -12.707
H 8.020 -21.865 -11.610
H 7.322 -22.260 -14.288
H 8.666 -21.413 -13.448
*
```